[1]
C66H73N10O3Ti | ωB97M-V/def2-TZVPD

Electronic energy: -113783.5808 eV
Energy above the lowest of the compared OMol25 structures with the same formula, charge and spin: 13.6 kJ/mol
Gap between HOMO and LUMO: 0.207 hartree
HOMO level: -8.928 eV
LUMO: -0.1212 Ha
Total charge: +1

XYZ file:
```
153
Properties=species:S:1:pos:R:3:lowdin_charge:R:1
Ti 0.146 -0.081 0.620 1.23
C 6.530 0.538 -0.189 -0.08
C 5.559 -0.336 -0.988 -0.17
C 4.339 -0.806 -0.260 -0.10
C 3.986 -2.109 -0.050 -0.11
C 4.802 -3.330 -0.317 -0.17
C 4.455 -3.999 -1.648 -0.07
C 2.666 -2.084 0.537 -0.23
N 2.211 -0.808 0.665 0.05
C 3.254 -0.016 0.289 -0.24
C 3.346 1.306 0.687 0.05
C 2.361 1.973 1.406 -0.22
C 2.562 3.268 2.013 -0.12
C 3.842 4.036 1.979 -0.17
C 3.965 4.799 0.655 -0.07
C 1.366 3.634 2.558 -0.13
C 0.449 2.555 2.280 -0.22
C -0.907 2.611 2.564 0.04
C -1.801 1.584 2.327 -0.21
N -1.420 0.329 1.946 0.03
C -2.527 -0.458 2.107 -0.22
C -2.471 -1.833 2.198 0.04
C -1.287 -2.552 2.090 -0.24
N -0.134 -2.093 1.530 0.06
C 0.746 -3.137 1.622 -0.24
C 2.012 -3.181 1.063 0.05
C 0.157 -4.253 2.328 -0.13
C -1.126 -3.891 2.610 -0.13
C -2.134 -4.599 3.449 -0.18
C -2.072 -4.074 4.887 -0.07
C 0.894 -5.479 2.746 -0.18
C 1.829 -5.169 3.919 -0.07
C -3.672 0.342 2.479 -0.13
C -3.212 1.617 2.632 -0.12
C -4.011 2.828 2.968 -0.17
C -4.569 3.469 1.694 -0.06
C -5.053 -0.161 2.744 -0.18
C -5.218 -0.573 4.211 -0.07
N 1.079 1.541 1.612 0.06
C 1.028 4.877 3.310 -0.19
C 0.970 4.642 4.818 -0.07
H 7.516 0.482 -0.644 0.08
H 6.604 0.189 0.839 0.09
H 6.233 1.584 -0.188 0.06
H 5.248 0.200 -1.892 0.11
H 6.098 -1.226 -1.315 0.10
H 4.661 -4.050 0.491 0.11
H 5.858 -3.057 -0.325 0.11
H 3.434 -4.376 -1.639 0.06
H 5.129 -4.832 -1.836 0.08
H 4.553 -3.292 -2.469 0.07
H 4.276 1.819 0.507 0.10
H 4.689 3.355 2.094 0.11
H 3.865 4.744 2.809 0.11
H 3.955 4.109 -0.187 0.06
H 4.888 5.371 0.626 0.08
H 3.126 5.482 0.543 0.07
H -1.293 3.506 3.029 0.11
H -3.359 -2.362 2.511 0.12
H 2.537 -4.123 1.084 0.12
H -1.933 -5.671 3.448 0.11
H -3.138 -4.446 3.049 0.11
H -1.077 -4.231 5.298 0.07
H -2.793 -4.595 5.512 0.08
H -2.286 -3.007 4.915 0.07
H 1.481 -5.868 1.911 0.11
H 0.188 -6.256 3.043 0.11
H 2.556 -4.408 3.642 0.07
H 2.360 -6.066 4.223 0.08
H 1.260 -4.802 4.770 0.07
H -3.394 3.553 3.497 0.11
H -4.834 2.558 3.630 0.11
H -3.763 3.721 1.008 0.06
H -5.117 4.374 1.939 0.08
H -5.242 2.784 1.183 0.07
H -5.279 -1.012 2.099 0.11
H -5.771 0.630 2.517 0.11
H -4.520 -1.365 4.477 0.06
H -6.231 -0.926 4.390 0.08
H -5.029 0.279 4.861 0.08
H 0.060 5.247 2.972 0.10
H 1.772 5.644 3.097 0.11
H 0.192 3.926 5.071 0.07
H 0.757 5.578 5.325 0.08
H 1.916 4.255 5.186 0.08
O 4.493 -1.459 -6.489 0.09
N 4.041 -0.512 -5.885 -0.34
O 4.212 0.646 -6.198 0.09
C 3.227 -0.807 -4.721 -0.07
C 2.745 -2.080 -4.636 0.07
C 1.917 -2.492 -3.566 -0.15
C 1.423 -3.805 -3.457 0.00
C 0.612 -4.114 -2.394 -0.01
C 0.318 -3.114 -1.459 -0.11
N 0.768 -1.880 -1.528 0.14
C 1.558 -1.560 -2.563 -0.15
C 2.031 -0.203 -2.670 -0.15
N 1.605 0.657 -1.738 0.12
C 2.033 1.899 -1.778 -0.14
C 2.941 2.362 -2.733 -0.01
C 3.377 1.503 -3.713 0.02
C 2.899 0.179 -3.730 -0.06
H 3.002 -2.793 -5.407 0.14
H 1.682 -4.539 -4.205 0.13
H 0.209 -5.107 -2.265 0.12
H -0.333 -3.341 -0.628 0.11
H 1.654 2.560 -1.013 0.10
H 3.290 3.383 -2.696 0.11
H 4.071 1.844 -4.464 0.11
C -3.655 -3.291 -0.610 -0.04
N -3.404 -2.719 -1.912 -0.13
C -4.540 -2.786 -2.807 -0.05
C -2.393 -1.802 -2.031 -0.50
O -1.827 -1.335 -1.042 -0.03
N -2.053 -1.464 -3.317 -0.12
C -2.084 -2.381 -4.436 -0.05
C -1.279 -0.269 -3.557 -0.03
H -3.826 -4.364 -0.712 0.10
H -4.532 -2.838 -0.139 0.09
H -2.790 -3.116 0.024 0.06
H -5.451 -2.545 -2.250 0.09
H -4.647 -3.793 -3.219 0.09
H -4.446 -2.070 -3.617 0.08
H -2.438 -3.360 -4.127 0.09
H -1.067 -2.491 -4.831 0.08
H -2.716 -2.006 -5.246 0.10
H -1.084 0.218 -2.602 0.06
H -1.835 0.409 -4.211 0.10
H -0.328 -0.512 -4.041 0.08
N -0.701 1.161 -0.442 0.02
C -1.343 2.155 -0.859 -0.26
C -2.769 2.123 -1.282 -0.15
C -3.291 3.111 -2.118 -0.01
C -4.611 3.060 -2.523 -0.06
C -5.437 2.039 -2.083 -0.07
C -4.931 1.063 -1.239 -0.07
C -3.607 1.099 -0.845 -0.03
C -0.715 3.510 -1.037 -0.19
C -0.111 3.828 -2.251 -0.07
C 0.451 5.078 -2.445 -0.07
C 0.414 6.022 -1.432 -0.07
C -0.211 5.722 -0.235 -0.06
C -0.787 4.477 -0.044 -0.02
H -2.665 3.919 -2.468 0.11
H -4.996 3.822 -3.185 0.11
H -6.470 2.010 -2.396 0.11
H -5.574 0.271 -0.884 0.11
H -3.203 0.334 -0.199 0.09
H -0.101 3.091 -3.043 0.13
H 0.906 5.324 -3.393 0.11
H 0.849 6.997 -1.586 0.11
H -0.265 6.469 0.543 0.11
H -1.309 4.255 0.871 0.09
```



[2]
C24H37FN2O2 | ωB97M-V/def2-TZVPD

Electronic energy: -35283.0625 eV
Energy above the lowest of the compared OMol25 structures with the same formula, charge and spin: 54.7 kJ/mol
Gap between HOMO and LUMO: 0.352 hartree
HOMO level: -9.076 eV
LUMO: 0.0189 Ha
SMILES: Cc1cc(C(=O)N(C)CCCCCCNC(=O)C[C@H]2CCCC[C@@H]2C)ccc1F

XYZ file:
```
66
Properties=species:S:1:pos:R:3:lowdin_charge:R:1
C 4.435 -1.564 -4.089 -0.03
C 4.071 -0.580 -2.990 -0.19
C 3.716 -1.042 -1.718 0.00
C 3.376 -0.142 -0.695 -0.13
C 3.012 -0.621 0.693 -0.42
O 3.490 -0.029 1.662 0.05
N 2.186 -1.695 0.839 -0.09
C 2.060 -2.359 2.144 -0.03
C 1.174 -2.118 -0.148 -0.16
C -0.246 -1.585 0.144 -0.18
C -0.368 -0.049 0.088 -0.20
C -1.808 0.442 0.310 -0.21
C -1.934 1.977 0.209 -0.18
C -3.358 2.517 0.448 -0.17
N -4.329 1.995 -0.513 0.07
C -4.504 2.484 -1.746 -0.51
O -3.883 3.451 -2.174 0.05
C -5.512 1.764 -2.643 -0.07
C -4.880 0.980 -3.832 -0.26
C -3.798 -0.049 -3.393 -0.16
C -3.119 -0.740 -4.592 -0.19
C -4.155 -1.397 -5.524 -0.20
C -5.245 -0.391 -5.940 -0.17
C -5.941 0.254 -4.717 -0.34
C -7.103 1.162 -5.172 -0.07
C 3.445 1.234 -0.957 -0.01
C 3.799 1.698 -2.223 0.01
C 4.107 0.796 -3.238 -0.23
F 4.450 1.263 -4.460 0.07
H 3.679 -1.549 -4.875 0.08
H 5.382 -1.276 -4.546 0.08
H 4.546 -2.583 -3.718 0.08
H 3.715 -2.106 -1.523 0.12
H 2.878 -2.110 2.823 0.09
H 1.130 -2.070 2.634 0.08
H 2.059 -3.443 2.026 0.09
H 1.436 -1.784 -1.150 0.10
H 1.152 -3.208 -0.193 0.12
H -0.923 -2.012 -0.598 0.11
H -0.597 -1.959 1.106 0.10
H 0.281 0.401 0.842 0.11
H -0.004 0.310 -0.877 0.12
H -2.465 -0.026 -0.425 0.09
H -2.159 0.110 1.288 0.11
H -1.259 2.444 0.928 0.11
H -1.591 2.313 -0.772 0.11
H -3.696 2.207 1.438 0.12
H -3.356 3.611 0.455 0.12
H -4.877 1.199 -0.238 0.14
H -6.136 1.098 -2.048 0.12
H -6.176 2.544 -3.014 0.12
H -4.382 1.712 -4.475 0.15
H -3.027 0.441 -2.796 0.10
H -4.240 -0.788 -2.723 0.12
H -2.538 -0.005 -5.152 0.11
H -2.406 -1.486 -4.240 0.10
H -3.659 -1.798 -6.409 0.10
H -4.615 -2.248 -5.019 0.11
H -4.829 0.385 -6.585 0.12
H -5.986 -0.898 -6.561 0.11
H -6.366 -0.556 -4.120 0.14
H -6.738 2.045 -5.697 0.09
H -7.775 0.633 -5.849 0.07
H -7.711 1.498 -4.332 0.07
H 3.222 1.949 -0.175 0.12
H 3.844 2.757 -2.425 0.12
```



[3]
C4H7NO2 | ωB97M-V/def2-TZVPD

Electronic energy: -9845.6008 eV
Energy above the lowest of the compared OMol25 structures with the same formula, charge and spin: 162.0 kJ/mol
Gap between HOMO and LUMO: 0.394 hartree
HOMO level: -9.831 eV
LUMO: 0.0329 Ha
SMILES: C/N=C1/COCO1

XYZ file:
```
14
Properties=species:S:1:pos:R:3:lowdin_charge:R:1
C 2.357 -0.324 -0.564 -0.12
N 1.326 0.662 -0.303 0.05
C 0.116 0.332 -0.294 -0.37
C -1.030 1.244 0.073 -0.10
O -2.180 0.522 -0.319 -0.07
C -1.818 -0.828 -0.305 -0.19
O -0.418 -0.897 -0.567 0.03
H 2.541 -0.417 -1.641 0.08
H 3.285 0.022 -0.101 0.07
H 2.113 -1.320 -0.173 0.08
H -0.991 2.192 -0.466 0.14
H -1.015 1.440 1.155 0.14
H -2.360 -1.349 -1.097 0.14
H -2.015 -1.295 0.672 0.14
```



[4]
C16H36B3N2O9P | ωB97M-V/def2-TZVPD

Electronic energy: -49909.5364 eV
Gap between HOMO and LUMO: 0.340 hartree
HOMO level: -9.328 eV
LUMO: -0.0029 Ha

XYZ file:
```
67
Properties=species:S:1:pos:R:3:lowdin_charge:R:1
C 7.453 -4.068 -0.022 -0.07
C 6.112 -3.996 0.722 -0.26
O 5.266 -2.953 0.282 -0.15
C 5.769 -1.655 0.534 -0.08
B 4.597 -0.622 0.668 -0.45
O 3.300 -0.963 0.989 0.31
B 2.274 -0.264 0.348 -0.49
C 0.901 -0.928 0.049 -0.04
C -0.215 0.033 -0.414 -0.18
C -1.470 0.060 0.490 -0.20
C -2.717 -0.557 -0.148 -0.20
C -4.038 -0.108 0.513 -0.19
C -4.742 -1.179 1.376 -0.20
C -6.256 -1.223 1.204 -0.18
C -6.667 -1.742 -0.163 -0.19
O -8.064 -2.046 -0.128 0.00
C -8.718 -2.356 -1.272 -0.52
C -8.513 -1.477 -2.476 0.02
O -9.535 -3.251 -1.267 0.10
O 2.536 1.060 -0.042 0.24
B 3.844 1.193 -0.457 -0.54
P 4.265 1.893 -2.207 0.55
N 3.583 3.247 -2.510 -0.16
O 3.786 0.636 -3.115 -0.15
O 5.881 1.882 -2.313 -0.15
O 4.849 0.728 0.365 0.27
H 7.479 -3.369 -0.859 0.07
H 7.628 -5.072 -0.407 0.07
H 8.290 -3.831 0.637 0.07
H 6.289 -3.879 1.798 0.12
H 5.555 -4.920 0.574 0.12
H 6.406 -1.312 -0.294 0.13
H 6.416 -1.641 1.423 0.14
H 1.104 -1.679 -0.724 0.13
H 0.593 -1.496 0.932 0.11
H 0.164 1.052 -0.495 0.10
H -0.529 -0.249 -1.421 0.11
H -1.241 -0.485 1.412 0.11
H -1.682 1.089 0.789 0.08
H -2.657 -1.647 -0.089 0.11
H -2.737 -0.289 -1.207 0.10
H -3.838 0.760 1.146 0.11
H -4.731 0.237 -0.258 0.10
H -4.321 -2.169 1.180 0.10
H -4.538 -0.965 2.427 0.11
H -6.699 -0.236 1.355 0.12
H -6.692 -1.901 1.944 0.12
H -6.104 -2.650 -0.405 0.14
H -6.442 -1.002 -0.930 0.10
H -9.329 -0.751 -2.478 0.10
H -7.564 -0.955 -2.514 0.06
H -8.633 -2.103 -3.360 0.09
H 4.240 3.965 -2.793 -0.01
H 4.260 0.548 -3.950 0.08
H 6.229 1.280 -2.978 0.07
C -0.093 5.583 1.277 -0.01
C -0.268 4.091 1.441 -0.54
O -1.360 3.554 1.355 0.03
N 0.849 3.358 1.683 0.02
C 2.224 3.798 1.805 -0.06
H -1.069 6.018 1.088 0.08
H 0.328 6.028 2.180 0.08
H 0.566 5.806 0.438 0.09
H 0.665 2.371 1.769 0.13
H 2.827 3.322 1.034 0.07
H 2.628 3.525 2.782 0.09
H 2.307 4.873 1.687 0.08
```



[5]
C18H9Co2N2O7 | ωB97M-V/def2-TZVPD

Electronic energy: -111374.5768 eV
Energy above the lowest of the compared OMol25 structures with the same formula, charge and spin: 0.0 kJ/mol
Gap between HOMO and LUMO: 0.203 hartree
HOMO level: -3.874 eV
LUMO: 0.0605 Ha
Total charge: -1

XYZ file:
```
38
Properties=species:S:1:pos:R:3:lowdin_charge:R:1
O 1.734 -1.962 -3.112 0.07
C 2.175 -1.887 -1.972 -0.31
C 3.588 -1.727 -1.532 -0.12
C 3.670 -1.630 -0.137 -0.16
C 4.910 -1.393 0.466 -0.03
C 6.048 -1.265 -0.357 -0.08
C 5.943 -1.378 -1.763 -0.08
C 4.702 -1.608 -2.357 -0.01
C 2.297 -1.765 0.499 -0.07
C 1.410 -1.890 -0.696 -0.17
N 0.078 -1.932 -0.724 0.00
N -1.075 -1.967 -0.707 0.30
H 4.997 -1.303 1.557 0.11
H 7.034 -1.070 0.088 0.10
H 6.831 -1.277 -2.396 0.10
H 4.563 -1.695 -3.437 0.12
H 2.242 -2.673 1.127 0.13
H 2.041 -0.880 1.109 0.13
O -2.168 0.136 4.441 0.06
C -2.863 0.438 3.569 -0.14
Co -3.881 0.959 2.146 -0.01
C -4.688 -0.471 1.414 -0.13
O -5.217 -1.355 0.895 0.09
C -5.219 2.026 2.554 -0.18
O -6.088 2.752 2.770 0.09
C -2.850 2.281 1.115 -0.27
C -2.294 1.055 0.684 -0.37
C -1.099 0.518 0.916 0.03
Co -3.189 2.275 -0.794 -0.03
C -3.661 0.926 -1.896 -0.16
O -3.995 0.042 -2.558 0.07
C -1.723 3.156 -1.445 -0.14
O -0.769 3.708 -1.793 0.06
C -4.623 3.296 -0.700 -0.19
O -5.576 3.936 -0.583 0.07
H -2.056 2.942 1.557 0.08
H -0.661 -0.189 0.282 -0.02
H -0.566 0.870 1.768 0.06
```



[6]
C22H16Cl2N6O5V | ωB97M-V/def2-TZVPD

Electronic energy: -92988.1228 eV
Energy above the lowest of the compared OMol25 structures with the same formula, charge and spin: 0.0 kJ/mol
Gap between HOMO and LUMO (alpha / beta): 0.143 / 0.143 hartree
HOMO level (alpha / beta): 0.342 / 0.339 eV
LUMO (alpha / beta): 0.1559 / 0.1558 Ha
Total charge: -2
Multiplicity: 2

XYZ file:
```
52
Properties=species:S:1:pos:R:3:lowdin_charge:R:1
V 0.168 -0.192 -0.115 0.94
Cl -3.223 -4.399 3.597 0.60
C -1.940 -3.383 3.024 -0.70
C -2.259 -2.176 2.422 -0.03
C -1.240 -1.382 1.898 -0.20
N -1.402 -0.241 1.166 0.01
C -2.474 0.545 1.334 -0.46
O -3.201 0.587 2.344 -0.01
C -2.812 1.388 0.160 -0.16
C -3.978 2.165 0.229 -0.01
C -4.447 2.806 -0.892 -0.08
C -3.753 2.612 -2.091 -0.08
C -2.597 1.847 -2.061 -0.15
N -2.103 1.268 -0.981 0.13
C 0.117 -1.805 2.045 -0.19
C 0.416 -2.979 2.721 -0.03
C -0.623 -3.779 3.181 -0.70
Cl -0.246 -5.292 3.942 0.60
N 0.964 -0.945 1.413 -0.04
C 2.224 -0.588 1.716 -0.47
O 2.999 -1.104 2.535 -0.01
C 2.503 0.660 0.977 -0.20
C 3.731 1.306 0.991 -0.03
C 3.859 2.556 0.411 -0.14
C 2.703 3.143 -0.125 -0.13
C 1.518 2.440 -0.115 -0.19
N 1.398 1.193 0.362 -0.06
H -3.293 -1.879 2.325 0.11
H -4.477 2.222 1.185 0.11
H -5.330 3.433 -0.857 0.10
H -4.106 3.052 -3.013 0.09
H -2.046 1.680 -2.979 0.09
H 1.444 -3.283 2.851 0.11
H 4.572 0.802 1.445 0.11
H 4.810 3.070 0.369 0.07
H 2.748 4.132 -0.563 0.08
H 0.605 2.869 -0.516 0.09
N 0.554 1.178 -2.497 -0.03
C 1.925 0.855 -2.843 -0.18
C 2.248 -0.576 -2.379 -0.54
O 3.059 -1.241 -3.046 -0.04
N 1.568 -0.964 -1.322 -0.08
C 1.533 -2.375 -1.067 -0.12
C 0.023 -2.766 -1.076 -0.65
O -0.305 -3.940 -1.219 -0.01
O -0.756 -1.781 -0.961 -0.11
H -0.050 0.384 -2.697 0.07
H 0.231 1.992 -3.009 0.07
H 2.603 1.576 -2.372 0.10
H 2.116 0.880 -3.932 0.10
H 1.943 -2.630 -0.081 0.12
H 2.080 -2.941 -1.833 0.11
```